1.
Entry from OMol25: a structure of composition C37H69As3BHfN6O5 in a non-equilibrium geometry (wB97M-V/def2-TZVPD).

Output
HOMO-LUMO gap	4.4	eV
energy relative to the best compared isomer or geometry (same formula, charge and spin)	35.68	kcal per mole
E_HOMO	-7.42	eV
net charge	+1
LUMO	-3.0	eV

```
122
C37H69As3BHfN6O5 wB97M-V/def2-TZVPD
Hf 2.237 -0.739 1.355
C -2.069 -2.898 0.003
C -1.273 -1.944 0.829
C -1.680 -0.733 1.352
C -0.640 -0.334 2.200
N 0.383 -1.239 2.151
N -0.015 -2.282 1.246
B 0.838 -3.542 0.867
N 1.013 -4.583 1.989
N 2.145 -4.713 2.855
C 2.240 -5.971 3.336
C 1.233 -6.755 2.728
C 0.405 -5.831 2.010
C -0.952 -6.065 1.490
C 3.331 -6.524 4.172
C 4.623 -6.788 3.245
C 2.940 -7.902 4.735
C 3.499 -5.519 5.263
N 2.026 -2.769 0.190
N 1.722 -1.583 -0.566
C 2.521 -1.619 -1.664
C 3.326 -2.747 -1.656
C 3.073 -3.437 -0.493
C 3.799 -4.648 0.061
C 2.352 -0.636 -2.738
C 2.474 -1.395 -4.095
C 3.580 0.384 -2.758
C 1.003 0.114 -2.708
C -0.601 0.777 3.196
C 0.771 1.236 3.720
C -1.305 1.969 2.480
C -1.419 0.341 4.416
H -2.551 -2.326 -0.841
H -1.478 -3.723 -0.428
H -2.973 -3.306 0.508
H -2.576 -0.163 1.224
H 0.276 -4.226 -0.021
H 1.071 -7.815 2.845
H -1.408 -6.943 1.979
H -1.627 -5.202 1.618
H -1.049 -6.330 0.383
H 4.346 -7.280 2.322
H 5.193 -5.871 3.029
H 5.305 -7.432 3.794
H 3.083 -8.617 3.922
H 3.628 -8.239 5.517
H 1.925 -7.866 5.065
H 2.808 -5.659 6.101
H 4.490 -5.642 5.704
H 3.500 -4.495 4.900
H 4.065 -3.047 -2.426
H 4.322 -4.328 0.976
H 3.010 -5.372 0.335
H 4.546 -5.032 -0.625
H 3.459 -1.854 -4.132
H 1.724 -2.135 -4.213
H 2.368 -0.739 -4.970
H 4.486 -0.171 -2.984
H 3.376 1.087 -3.554
H 3.701 0.926 -1.810
H 0.195 -0.542 -2.451
H 1.076 0.818 -1.921
H 0.766 0.613 -3.623
H 1.431 1.620 2.965
H 0.631 1.981 4.532
H 1.233 0.384 4.221
H -0.642 2.400 1.674
H -2.249 1.678 2.011
H -1.597 2.703 3.246
H -0.996 -0.481 4.950
H -1.375 1.196 5.113
H -2.464 0.174 4.128
O 2.753 3.151 0.114
C 3.010 2.047 0.589
O 2.019 1.295 1.092
C 4.378 1.405 0.762
O 5.488 1.907 0.624
O 4.123 0.118 0.818
C -3.176 0.690 -3.727
As -2.828 2.102 -2.409
C -4.086 1.657 -0.909
C -3.777 3.695 -3.221
C -3.503 5.130 -2.806
C -3.900 5.303 -1.306
C -1.995 5.412 -3.038
As -0.712 3.966 -2.387
C 0.780 4.398 -3.687
C -0.074 4.676 -0.657
C -4.346 5.978 -3.755
As -5.030 7.859 -3.502
C -6.690 7.456 -2.427
C -3.603 8.557 -2.198
H -4.239 0.857 -4.035
H -3.007 -0.261 -3.295
H -2.506 0.823 -4.647
H -4.989 2.234 -1.078
H -3.562 1.895 -0.008
H -4.192 0.548 -1.077
H -4.848 3.370 -2.935
H -3.659 3.450 -4.299
H -3.596 4.442 -0.727
H -4.954 5.595 -1.221
H -3.343 6.173 -0.865
H -1.585 6.311 -2.614
H -1.881 5.423 -4.083
H 0.918 5.484 -3.822
H 0.464 4.030 -4.653
H 1.687 3.866 -3.279
H 0.355 5.658 -0.924
H 0.699 3.984 -0.303
H -0.809 4.837 0.108
H -5.310 5.470 -3.954
H -3.826 5.985 -4.790
H -6.920 6.391 -2.281
H -7.614 7.828 -2.928
H -6.543 7.906 -1.452
H -2.698 8.024 -2.463
H -3.810 8.274 -1.169
H -3.550 9.652 -2.289
O 3.203 -1.945 2.611
H 4.028 -1.608 3.005
H 2.647 -3.866 3.226
```

Results of the Mulliken charge analysis, in e, for atoms 1 through 99: 1.22, -1.47, -0.47, -0.32, 0.03, -0.46, 1.04, -0.55, 0.75, 0.13, 0.29, -0.97, 0.37, -1.20, 2.11, -1.53, -2.04, -1.69, 0.57, 0.41, -0.18, -0.89, -0.03, -1.13, 2.36, -1.95, -1.43, -1.85, 2.70, -1.89, -1.89, -1.90, 0.21, 0.23, 0.37, 0.76, -0.08, 0.57, 0.46, 0.21, 0.24, 0.36, 0.33, 0.47, 0.41, 0.39, 0.51, 0.34, 0.43, 0.28, 0.48, 0.15, 0.21, 0.55, 0.39, 0.45, 0.44, 0.41, 0.50, 0.06, 0.25, 0.19, 0.62, 0.32, 0.44, 0.47, 0.31, 0.31, 0.47, 0.43, 0.47, 0.37, -0.64, 0.51, -0.32, 0.35, -0.61, -0.90, -1.36, 0.91, -1.09, -2.36, 3.21, -1.55, -1.85, 0.71, -1.28, -0.86, -1.87, 0.30, -1.10, -0.84, 0.44, 0.36, 0.30, 0.56, -0.14, 0.45, 0.54

---

2.
Entry from OMol25: a cluster of 7 separate species, C37H69B2FN3O19S in total in a non-equilibrium geometry (wB97M-V/def2-TZVPD).

Output
HOMO-LUMO gap	6.0	eV
energy relative to the best compared isomer or geometry (same formula, charge and spin)	0.00	kcal per mole
E_HOMO	-11.08	eV
net charge	+1
LUMO	-5.0	eV

```
132
C37H69B2FN3O19S wB97M-V/def2-TZVPD
C -2.566 3.360 -4.749
C -1.962 3.673 -3.267
S -3.380 4.302 -2.248
C -3.900 3.002 -0.978
N -2.723 2.208 -0.460
C -2.501 0.818 -0.867
C -3.438 0.040 -1.915
C -2.873 0.209 -3.436
F -2.438 -1.111 -3.892
C -1.288 -0.035 -0.334
C -0.983 -1.540 -0.779
O -1.433 -2.400 0.343
N -2.731 -2.163 0.632
O -3.015 -2.803 1.609
C -0.282 0.590 0.708
C 0.947 -0.223 1.332
O 2.083 -0.262 0.793
O 0.832 -0.974 2.554
C -0.577 2.061 1.119
B 0.390 2.762 2.221
O 0.408 2.147 3.545
O 1.179 3.936 2.029
C 1.808 3.984 0.715
C -1.802 2.816 0.504
B -1.983 4.365 1.068
N -1.452 5.439 0.156
O -2.645 4.631 2.323
H -3.036 4.362 -5.088
H -3.441 2.618 -4.719
H -1.755 3.079 -5.502
H -1.397 2.791 -2.816
H -1.241 4.567 -3.405
H -4.669 2.362 -1.518
H -4.483 3.513 -0.119
H -4.541 0.337 -1.853
H -3.424 -1.103 -1.737
H -3.677 0.549 -4.166
H -1.924 0.862 -3.473
H -1.491 -1.866 -1.746
H 0.149 -1.756 -0.870
H -0.090 -0.872 2.893
H 0.000 1.255 3.412
H 2.306 5.025 0.638
H 1.039 3.963 -0.150
H 2.648 3.221 0.584
H -0.577 5.787 0.603
H -2.143 6.203 0.069
H -2.558 3.855 2.931
O -6.437 1.727 -0.394
C -6.775 1.534 0.756
O -6.302 0.470 1.427
C -6.466 0.265 2.841
C -7.776 -0.435 3.141
C -7.794 2.415 1.419
H -6.356 1.203 3.391
H -5.638 -0.375 3.154
H -8.633 0.169 2.837
H -7.863 -0.646 4.208
H -7.840 -1.376 2.589
H -8.793 2.031 1.210
H -7.705 3.420 1.002
H -7.650 2.518 2.493
O 1.530 -6.955 -5.169
C 0.791 -6.288 -4.485
O 1.168 -5.916 -3.244
C 0.466 -4.959 -2.441
C -0.638 -5.621 -1.643
C -0.594 -5.940 -4.955
H 0.102 -4.126 -3.049
H 1.203 -4.538 -1.751
H -1.395 -6.061 -2.293
H -1.125 -4.896 -0.986
H -0.234 -6.433 -1.034
H -1.282 -6.738 -4.671
H -0.576 -5.855 -6.043
H -0.955 -4.984 -4.581
O -0.880 -0.544 -6.527
C 0.160 -1.155 -6.634
O 0.506 -1.698 -7.813
C 1.801 -2.255 -8.098
C 1.870 -3.711 -7.685
C 1.034 -1.406 -5.437
H 2.596 -1.654 -7.652
H 1.931 -2.183 -9.181
H 1.738 -3.829 -6.607
H 2.832 -4.146 -7.965
H 1.073 -4.283 -8.167
H 0.710 -2.322 -4.939
H 0.923 -0.567 -4.747
H 2.094 -1.465 -5.675
O 4.783 3.928 2.265
C 4.481 3.611 3.395
O 4.472 4.532 4.375
C 3.931 4.314 5.688
C 4.967 3.701 6.608
C 4.206 2.176 3.747
H 3.010 3.728 5.642
H 3.651 5.299 6.069
H 5.280 2.714 6.259
H 4.570 3.599 7.620
H 5.863 4.324 6.642
H 5.143 1.684 4.010
H 3.778 1.683 2.871
H 3.481 2.055 4.549
O -2.715 -7.670 -0.479
C -2.223 -8.062 0.555
O -1.421 -9.141 0.556
C -0.626 -9.559 1.678
C -1.422 -10.455 2.605
C -2.573 -7.419 1.868
H -0.191 -8.700 2.195
H 0.211 -10.126 1.264
H -2.275 -9.927 3.037
H -0.794 -10.821 3.419
H -1.823 -11.311 2.056
H -3.466 -7.895 2.277
H -2.782 -6.362 1.689
H -1.766 -7.449 2.598
O 11.150 5.781 3.711
C 10.016 6.010 3.358
O 9.261 6.895 4.038
C 7.993 7.391 3.584
C 6.866 6.472 4.009
C 9.391 5.248 2.223
H 8.002 7.572 2.507
H 7.859 8.366 4.059
H 6.965 5.482 3.561
H 5.899 6.887 3.719
H 6.877 6.331 5.094
H 8.937 4.334 2.609
H 10.178 4.983 1.513
H 8.657 5.823 1.663
```

Results of the Mulliken charge analysis, in e, for atoms 1 through 99: -1.03, -0.15, -0.13, -0.91, 1.36, 0.11, -0.79, 0.22, -0.31, 0.66, -1.15, -0.16, 0.35, -0.45, -0.16, 0.23, -0.53, -0.46, 0.39, 0.95, -0.57, -0.47, -0.58, -0.96, 0.74, -0.50, -0.65, 0.39, 0.21, 0.34, 0.06, 0.40, 0.42, 0.40, 0.33, 0.55, 0.17, -0.11, 0.09, 0.46, 0.40, 0.32, 0.24, 0.27, 0.26, 0.21, 0.22, 0.33, -0.59, 0.88, -0.27, -0.37, -1.07, -1.30, 0.34, 0.34, 0.28, 0.39, 0.31, 0.32, 0.34, 0.40, -0.58, 0.72, -0.42, 0.21, -0.89, -0.86, -0.15, 0.30, 0.29, 0.26, 0.26, 0.32, 0.29, 0.23, -0.53, 0.69, -0.36, -0.44, -0.74, -0.53, 0.35, 0.30, 0.09, 0.38, 0.28, -0.08, 0.23, 0.37, -0.61, 0.94, -0.34, -0.33, -0.96, -1.11, 0.26, 0.36, 0.26

---

3.
Entry from OMol25: a structure of composition C37H70B2F2N6O6P2Sn in a non-equilibrium geometry (wB97M-V/def2-TZVPD).

Output
HOMO-LUMO gap	9.2	eV
energy relative to the best compared isomer or geometry (same formula, charge and spin)	58.16	kcal per mole
E_HOMO	-13.43	eV
net charge	+2
LUMO	-4.2	eV

```
126
C37H70B2F2N6O6P2Sn wB97M-V/def2-TZVPD
Sn 0.113 -1.244 0.485
C 2.446 -6.260 1.625
C 2.095 -5.152 0.692
C 2.494 -4.966 -0.620
C 1.883 -3.783 -1.037
N 1.167 -3.271 -0.030
N 1.301 -4.121 1.026
B 0.578 -3.868 2.377
N 1.220 -2.643 3.050
N 1.302 -1.442 2.402
C 2.036 -0.621 3.180
C 2.415 -1.313 4.328
C 1.885 -2.585 4.211
C 1.998 -3.732 5.156
C 2.461 0.794 2.867
C 1.744 1.391 1.664
C 3.973 0.783 2.592
C 2.183 1.670 4.097
N -0.925 -3.622 2.157
N -1.382 -2.705 1.256
C -2.714 -2.856 1.156
C -3.109 -3.871 2.023
C -1.957 -4.338 2.630
C -1.811 -5.437 3.626
C -3.621 -2.080 0.226
C -4.758 -3.007 -0.228
C -2.885 -1.597 -1.027
C -4.221 -0.887 0.984
C 1.960 -3.233 -2.448
C 1.446 -4.323 -3.412
C 3.405 -2.881 -2.813
C 1.086 -2.021 -2.724
H 3.135 -6.944 1.136
H 1.561 -6.821 1.925
H 2.924 -5.879 2.527
H 3.127 -5.624 -1.190
H 0.723 -4.813 3.080
H 3.008 -0.945 5.146
H 2.515 -3.409 6.057
H 2.560 -4.555 4.717
H 1.017 -4.111 5.441
H 1.964 0.855 0.739
H 2.100 2.411 1.510
H 0.663 1.436 1.801
H 4.211 0.163 1.726
H 4.528 0.396 3.446
H 4.320 1.799 2.392
H 1.124 1.662 4.356
H 2.486 2.699 3.893
H 2.743 1.329 4.966
H -4.105 -4.246 2.182
H -2.796 -5.790 3.921
H -1.287 -5.097 4.518
H -1.257 -6.279 3.210
H -4.373 -3.905 -0.712
H -5.392 -2.478 -0.940
H -5.390 -3.309 0.606
H -2.390 -2.430 -1.535
H -2.163 -0.808 -0.806
H -3.608 -1.169 -1.723
H -4.773 -1.231 1.859
H -4.913 -0.347 0.335
H -3.444 -0.193 1.306
H 2.059 -5.218 -3.324
H 1.491 -3.977 -4.446
H 0.418 -4.598 -3.175
H 4.128 -3.585 -2.406
H 3.689 -1.908 -2.390
H 3.542 -2.780 -3.890
H 0.061 -2.099 -2.357
H 1.094 -1.752 -3.778
H 1.276 -0.987 -2.198
C -1.745 5.343 2.293
C -1.942 3.859 2.094
C -1.268 3.033 3.165
O -1.353 3.544 0.779
P -1.738 2.271 -0.056
O -1.371 0.968 0.535
C -0.983 2.615 -1.665
P 0.702 2.244 -2.183
O 1.123 0.814 -2.000
O 0.543 2.685 -3.685
C 1.300 2.132 -4.820
C 1.625 3.272 -5.758
C 0.440 1.068 -5.465
O 1.730 3.162 -1.464
C 1.962 4.625 -1.410
C 1.428 5.152 -0.098
C 1.405 5.370 -2.600
O -3.286 2.272 -0.307
C -4.225 3.184 -0.968
C -4.308 2.846 -2.443
C -3.916 4.641 -0.708
H -2.153 5.640 3.259
H -2.238 5.927 1.517
H -0.680 5.582 2.287
H -3.004 3.612 2.029
H -0.201 3.258 3.182
H -1.409 1.966 2.999
H -1.687 3.292 4.137
H -1.141 3.674 -1.884
H -1.593 2.060 -2.384
H 2.217 1.701 -4.424
H 0.717 3.815 -6.019
H 2.061 2.875 -6.674
H 2.340 3.965 -5.321
H -0.471 1.515 -5.866
H 0.157 0.302 -4.744
H 0.977 0.598 -6.289
H 3.050 4.683 -1.423
H 0.338 5.161 -0.095
H 1.783 6.173 0.044
H 1.773 4.551 0.740
H 0.317 5.302 -2.653
H 1.822 5.023 -3.538
H 1.660 6.424 -2.483
H -5.167 2.925 -0.487
H -3.443 3.220 -2.995
H -5.193 3.316 -2.870
H -4.393 1.769 -2.589
H -2.954 4.940 -1.128
H -3.926 4.870 0.356
H -4.686 5.248 -1.185
F 3.084 0.079 -3.186
B 2.568 -0.367 -2.086
F 2.969 -0.440 -0.857
```

Results of the Mulliken charge analysis, in e, for atoms 1 through 99: 1.22, -1.41, 0.39, -1.10, -0.69, 0.92, 0.21, -1.51, 0.29, 1.02, -0.58, -0.91, 0.45, -1.37, 2.90, -1.17, -1.98, -1.97, 0.26, 0.73, -0.66, -1.30, 0.67, -1.45, 2.90, -2.07, -1.28, -1.57, 2.61, -1.88, -1.49, -1.69, 0.42, 0.26, 0.22, 0.64, 0.01, 0.60, 0.42, 0.23, 0.23, -0.92, 0.98, 0.12, 0.31, 0.44, 0.46, 0.35, 0.46, 0.41, 0.49, 0.40, 0.24, 0.27, 0.44, 0.47, 0.34, 0.29, -0.36, 0.63, 0.39, 0.44, 0.15, 0.39, 0.51, 0.41, 0.42, 0.18, 0.45, 0.08, 0.88, 0.64, -1.64, 0.70, -1.26, 0.19, -0.56, -0.49, 0.09, -0.49, -0.69, 0.03, 1.08, -1.59, -1.26, -0.46, 0.36, -0.85, -1.07, -0.21, 0.51, -1.33, -1.15, 0.49, 0.37, 0.29, 0.46, 0.20, 0.14